The following is a DFT calculation (the ωB97M-V functional and the def2-TZVPD basis) of a molecular structure, C67H151F2NO5P4S2 at a distorted geometry.

Structure (XYZ):
```
232
Properties=species:S:1:pos:R:3:forces:R:3:lowdin_charge:R:1
C -0.35508 -0.78472 -0.14349 -0.21 0.53 2.68 -0.122
C -0.98067 0.42413 0.61521 -0.59 -0.62 -1.54 -0.395
C -0.06498 1.63979 0.48010 -1.51 -0.88 -0.63 -0.086
O -2.30870 0.62207 0.18484 3.21 0.99 0.14 -0.416
H -0.89413 -1.68777 0.14291 -0.34 1.76 0.41 0.047
H 0.66901 -0.97323 0.17871 -1.76 -0.23 0.00 0.045
H -0.35225 -0.70424 -1.23052 0.41 0.58 1.23 0.048
H -0.98933 0.15723 1.67199 0.08 -0.17 0.11 0.091
H -0.65131 2.51116 0.77170 0.81 -0.71 -0.14 0.038
H 0.19220 1.81177 -0.56508 -0.30 -1.95 1.36 0.036
H 0.84243 1.50971 1.06983 -0.46 0.42 -0.68 0.054
C -7.94838 -3.76061 0.08064 -0.42 -0.06 -0.07 -0.100
C -7.57552 -2.64495 1.00799 0.77 1.28 -0.13 -0.251
C -6.88136 -1.56014 0.12311 0.43 0.41 0.64 -0.220
C -5.48063 -1.98921 -0.37055 -0.30 -0.94 0.67 -0.279
P -4.06721 -0.95499 -0.05107 0.80 3.62 1.03 1.067
C -2.76840 -1.61947 -1.02495 -0.50 -1.80 -1.55 -0.279
C -2.35186 -3.11916 -0.72301 -6.15 2.11 -0.92 -0.214
C -2.84612 -4.24585 -1.70889 -1.05 1.23 0.06 -0.196
C -2.91463 -5.65339 -1.11461 0.66 0.30 0.54 -0.075
C -4.55602 0.77328 -0.64169 -0.96 -1.24 -1.21 -0.227
C -5.27089 0.92132 -2.05433 -0.17 -0.23 1.13 -0.187
C -5.71704 2.33435 -2.41167 0.97 0.07 0.25 -0.282
C -6.16837 2.49653 -3.85495 0.15 0.69 -0.28 -0.098
C -3.65535 -0.80318 1.79014 -0.77 -1.78 -0.10 -0.174
C -2.80798 -1.98756 2.44194 -2.34 -0.27 -1.69 -0.198
C -3.68980 -3.29339 2.73274 1.01 1.03 -0.25 -0.194
C -4.82208 -3.02550 3.72429 -0.63 -0.40 -0.04 -0.112
H -7.03495 -4.28145 -0.20652 -0.16 -0.17 -0.28 0.072
H -8.37503 -3.23544 -0.77392 -0.17 -0.66 -0.36 0.079
H -8.67129 -4.47848 0.46816 0.11 0.04 0.05 0.082
H -6.88838 -2.97274 1.78805 0.20 -0.02 0.03 0.079
H -8.39118 -2.16571 1.54941 -0.33 -0.18 -0.27 0.113
H -6.77762 -0.62273 0.66955 0.02 0.07 0.35 0.092
H -7.51143 -1.26623 -0.71638 -0.09 -0.32 -0.09 0.105
H -5.39340 -2.25974 -1.42284 -0.31 0.03 -0.07 0.100
H -5.21060 -2.88087 0.19525 -0.06 -0.50 -0.17 0.071
H -1.89713 -0.96483 -1.04598 -2.24 -0.15 0.67 0.027
H -3.18480 -1.55399 -2.03015 -0.29 -0.14 -0.34 0.107
H -2.88361 -3.31525 0.20807 0.05 -0.51 0.24 0.083
H -1.30544 -3.23010 -0.43874 -5.68 6.46 -1.94 -0.109
H -2.37219 -4.17653 -2.68800 0.54 -0.35 0.11 0.098
H -3.86383 -3.94271 -1.95478 -0.27 -0.06 -0.08 0.090
H -3.59425 -5.72306 -0.26528 -0.23 0.35 0.01 0.072
H -1.93952 -5.86192 -0.67443 0.14 -0.59 -0.17 0.067
H -3.21916 -6.45116 -1.79206 0.27 0.24 -0.23 0.082
H -3.61889 1.32860 -0.60300 -0.42 -1.51 -0.53 0.022
H -5.14894 1.18971 0.17264 -0.47 -0.04 -0.02 0.096
H -6.18150 0.32428 -2.10375 0.12 -0.48 -0.01 0.097
H -4.60523 0.62517 -2.86505 0.17 -0.41 0.13 0.109
H -4.86389 2.99767 -2.26939 -0.27 -0.57 -0.32 0.044
H -6.42205 2.74485 -1.68880 -0.50 -0.28 -0.08 0.123
H -6.42667 3.55109 -3.95134 -0.64 -0.06 -0.25 0.075
H -6.95035 1.84112 -4.23843 -0.32 0.12 0.49 0.077
H -5.37682 2.40234 -4.59837 0.51 -0.32 0.29 0.071
H -4.64773 -0.72833 2.23474 -0.07 -0.02 0.47 0.081
H -3.10915 0.12814 1.93980 -0.86 -0.60 -0.57 0.032
H -2.38028 -1.66285 3.39047 -1.60 -0.71 -3.32 -0.027
H -1.93699 -2.05002 1.78957 0.01 -0.91 -0.17 0.099
H -3.05723 -4.05541 3.18804 0.27 0.02 0.10 0.108
H -4.05564 -3.80773 1.84409 -0.12 0.38 -0.24 0.073
H -4.43724 -3.00041 4.74379 -0.28 -0.05 -0.01 0.070
H -5.58357 -3.80176 3.64910 0.31 -0.53 0.27 0.076
H -5.47482 -2.16702 3.56603 0.58 0.55 -0.19 0.066
C -5.60902 5.80964 5.76080 1.64 0.83 0.07 -0.090
C -4.14701 5.73997 5.19415 -1.69 0.19 0.71 -0.255
C -3.66487 4.28872 5.00693 0.63 0.42 -0.29 -0.253
C -2.22604 4.37480 4.49484 0.24 -1.23 -0.47 -0.248
P -1.66834 2.83113 3.55180 -0.58 0.75 0.39 1.114
C 0.03393 3.03480 2.92424 0.70 -0.52 0.82 -0.282
C 1.14083 3.12536 3.97993 0.07 0.45 0.72 -0.204
C 2.58702 3.10048 3.43961 0.89 -0.20 -0.82 -0.176
C 3.21006 1.74671 3.05842 -1.67 1.45 -0.03 -0.120
C -2.77926 2.70022 2.10395 0.10 1.12 -0.10 -0.242
C -2.50684 3.76199 0.95436 -1.28 -0.89 -0.01 -0.159
C -3.70653 3.58763 -0.11368 1.76 0.94 0.56 -0.204
C -3.54758 4.56423 -1.29395 0.18 0.08 0.47 -0.076
C -1.87746 1.33182 4.64843 0.01 -0.15 -0.62 -0.184
C -1.61861 -0.09661 4.04843 -3.61 1.80 1.93 -0.249
C -2.21371 -1.25481 4.90403 1.21 0.33 2.48 -0.225
C -1.65615 -1.20354 6.36495 0.95 0.06 -1.46 -0.043
H -6.37600 5.56395 5.02631 0.04 -0.42 0.35 0.074
H -5.76049 6.83943 6.08435 -0.27 0.11 -0.21 0.069
H -5.58580 5.26495 6.70466 -0.65 -0.49 -0.28 0.072
H -3.54475 6.35646 5.86147 0.45 -0.70 0.57 0.110
H -4.07248 6.39491 4.32605 -0.14 -0.68 -0.78 0.105
H -4.24363 3.73848 4.26506 -0.44 0.32 -0.07 0.093
H -3.71219 3.67014 5.90316 -0.12 0.36 0.30 0.114
H -1.53107 4.60250 5.30310 0.12 0.04 -0.13 0.100
H -2.27552 5.20183 3.78655 0.73 -0.11 -0.29 0.086
H 0.14231 3.89733 2.26668 -0.64 -0.04 0.16 0.080
H 0.25057 2.15054 2.32488 -0.41 0.45 0.72 0.044
H 0.98201 2.31498 4.69137 0.19 0.08 0.31 0.093
H 0.97264 4.06614 4.50411 0.22 0.00 0.33 0.108
H 3.36215 3.57602 4.04056 -0.67 0.45 0.59 0.116
H 2.65565 3.62904 2.48883 -0.46 0.50 0.05 0.090
H 3.67621 1.17554 3.86127 0.22 1.01 0.40 0.105
H 3.84143 1.88430 2.18060 0.38 -0.03 0.80 0.087
H 2.40231 1.11628 2.68666 0.43 1.20 0.18 0.017
H -3.83516 2.81651 2.34821 0.02 0.33 0.78 0.094
H -2.79954 1.67125 1.74496 0.81 0.35 -0.68 0.045
H -1.48161 3.67463 0.59468 -0.71 -0.12 -0.75 0.059
H -2.45222 4.78701 1.32100 -0.72 0.17 0.42 0.104
H -4.63183 3.70035 0.45129 -0.17 0.44 -0.05 0.114
H -3.75710 2.55998 -0.47351 0.55 1.66 0.30 0.023
H -3.72211 5.60422 -1.01814 0.05 0.02 0.12 0.083
H -4.19662 4.34525 -2.14183 0.18 0.36 0.30 0.047
H -2.52383 4.48227 -1.65904 0.13 0.08 -0.09 0.061
H -2.92661 1.42625 4.92859 -0.24 0.02 0.14 0.096
H -1.29967 1.42850 5.56763 0.09 0.46 -0.04 0.088
H -0.56075 -0.18052 3.79946 -4.96 -1.15 6.46 -0.062
H -2.05536 -0.13472 3.05048 0.15 0.53 0.84 0.048
H -1.91499 -2.15287 4.36334 1.28 -0.62 1.99 0.099
H -3.28375 -1.45039 4.83414 -0.22 1.14 0.41 0.097
H -1.78285 -0.20017 6.77154 -0.51 -0.40 0.56 0.061
H -0.57646 -1.27985 6.23638 0.36 0.11 -0.02 0.067
H -1.83953 -2.04715 7.03036 -0.84 0.35 -0.02 0.081
C 1.45385 4.73534 0.27004 1.19 0.65 -0.63 -0.088
C 0.84945 4.85916 -1.16720 -1.26 1.25 1.81 -0.214
C 0.57201 3.55705 -1.82024 0.65 -1.36 -2.33 -0.228
C 1.80859 3.07777 -2.73660 -0.42 0.10 0.38 -0.215
P 1.49910 1.68543 -3.93057 0.65 -0.14 -0.08 1.099
C 0.46110 2.29600 -5.27572 -0.90 -0.23 -0.47 -0.288
C 0.94570 3.52253 -6.09042 -0.08 -1.14 0.05 -0.233
C 0.22658 3.80413 -7.44313 0.69 2.38 0.23 -0.211
C 0.90049 5.11204 -8.07776 -0.57 -1.36 -0.12 -0.096
C 0.64622 0.33114 -3.01588 0.12 0.51 -0.61 -0.263
C -0.17986 -0.63623 -3.84455 -0.37 -1.56 0.20 -0.175
C -0.69732 -1.82424 -2.94781 1.67 0.90 -0.91 -0.184
C 0.44744 -2.68448 -2.34600 -1.75 2.02 -3.12 -0.135
C 3.12454 1.13136 -4.74124 -1.16 -0.54 0.87 -0.228
C 3.14212 -0.12453 -5.71980 -0.24 1.60 -1.12 -0.218
C 4.55648 -0.37501 -6.31111 -1.29 0.75 -0.68 -0.233
C 4.50538 -1.32839 -7.53286 0.07 -0.08 1.18 -0.090
H 1.11009 3.88688 0.86170 0.40 -0.23 -0.97 0.016
H 1.32297 5.54388 0.98924 -0.57 0.73 -0.60 0.083
H 2.53418 4.76130 0.12760 0.21 -0.72 0.48 0.080
H 1.34148 5.53702 -1.86472 0.57 0.03 0.41 0.116
H -0.09253 5.37200 -0.97289 -0.44 -0.06 -0.35 0.097
H -0.33759 3.55209 -2.42082 -0.05 0.59 -0.49 0.105
H 0.29538 2.78857 -1.09843 0.85 1.78 -1.17 0.020
H 2.64829 2.79784 -2.10048 -0.77 0.27 -0.53 0.038
H 2.31142 3.88145 -3.27450 -0.69 0.43 -0.53 0.098
H -0.53523 2.45366 -4.86269 -0.14 0.29 0.19 0.096
H 0.28996 1.44314 -5.93256 0.25 -0.24 -0.17 0.093
H 1.99071 3.31796 -6.32323 0.19 0.31 -0.09 0.094
H 0.91374 4.34632 -5.37737 -0.02 0.47 -0.48 0.108
H -0.81991 4.08683 -7.32902 -0.14 -0.38 0.34 0.100
H 0.27347 3.02035 -8.19917 0.23 -0.31 0.42 0.105
H 1.96848 4.93488 -8.20472 0.06 0.24 0.16 0.066
H 0.69774 6.03380 -7.53245 0.16 -0.24 0.33 0.069
H 0.49451 5.27618 -9.07593 -0.04 -0.10 -0.04 0.066
H 0.01109 0.80085 -2.26483 0.03 0.24 -0.11 0.095
H 1.42031 -0.23265 -2.49526 -0.65 0.44 -0.23 0.036
H 0.41787 -1.16126 -4.58965 0.13 0.56 -0.45 0.109
H -1.04617 -0.15148 -4.29469 0.12 0.08 -0.24 0.112
H -1.32220 -2.50811 -3.52226 -0.21 0.37 -0.16 0.117
H -1.26521 -1.33405 -2.15704 0.34 -1.21 -1.67 0.032
H 1.02679 -2.14043 -1.60003 -0.59 -0.06 -0.63 0.048
H 1.19602 -3.01858 -3.06440 -0.19 0.11 -0.67 0.120
H -0.04195 -3.57640 -1.95475 -0.26 2.15 -1.76 0.044
H 3.73397 0.88343 -3.87221 -0.32 1.83 -2.16 -0.016
H 3.41384 2.10344 -5.14060 0.54 -0.27 -0.57 0.095
H 2.46655 0.18700 -6.51644 0.00 -0.31 -0.50 0.103
H 2.77600 -1.06685 -5.31228 -0.22 0.68 -0.32 0.089
H 5.20482 -0.63967 -5.47582 0.31 -0.15 -0.48 0.095
H 4.82281 0.57538 -6.77362 0.70 0.23 0.55 0.107
H 4.06179 -0.79698 -8.37484 0.02 -0.17 -0.01 0.076
H 3.90465 -2.20546 -7.29209 -0.06 -0.12 -0.18 0.070
H 5.50609 -1.67459 -7.79135 -0.06 0.09 -0.13 0.074
C -0.07177 -3.54962 -0.11222 6.01 -3.36 1.27 -0.133
C 1.05224 -4.38889 -0.81930 0.14 -1.22 2.43 -0.206
C 2.40820 -3.74433 -0.71504 0.54 -0.17 -1.41 -0.273
C 2.92281 -3.90209 0.66505 1.32 0.62 0.61 -0.217
P 4.51886 -2.97015 1.01016 0.26 -1.21 0.43 1.074
C 4.22339 -1.24903 1.44723 -1.00 -1.79 0.12 -0.265
C 3.18012 -0.90373 2.53324 0.38 -0.08 0.55 -0.192
C 1.71907 -0.60149 2.17526 0.43 -1.33 -0.18 -0.233
C 0.83399 -0.33095 3.37708 4.29 -0.79 -1.12 -0.055
C 5.27071 -3.90593 2.37482 -0.04 1.18 0.19 -0.278
C 6.67487 -3.48588 2.83973 0.49 -1.24 0.17 -0.257
C 7.12946 -4.35174 4.05856 -0.29 1.27 -2.03 -0.243
C 8.59566 -4.05865 4.49004 -1.03 -0.78 1.15 -0.087
C 5.59961 -3.12335 -0.46246 -0.36 0.00 0.09 -0.260
C 6.87042 -2.20935 -0.52620 0.37 -0.73 0.23 -0.191
C 7.83355 -2.52006 -1.72709 -0.22 -0.19 -0.26 -0.239
C 9.31454 -2.35307 -1.46002 0.50 0.49 1.09 -0.115
H -0.03442 -3.38744 0.96500 0.29 -0.64 0.36 0.132
H -1.04986 -3.95876 -0.36529 4.55 -6.77 1.59 0.038
H -0.10676 -2.54066 -0.52320 0.87 -1.97 0.69 0.024
H 0.83120 -4.57701 -1.86994 0.55 -1.18 1.08 0.104
H 1.09760 -5.36005 -0.32648 0.15 -0.24 0.19 0.127
H 2.43226 -2.73220 -1.11890 0.12 -0.11 0.62 0.078
H 3.05283 -4.29169 -1.40275 0.32 -0.07 -0.06 0.133
H 3.10060 -4.97342 0.75862 0.28 0.03 0.62 0.109
H 2.15657 -3.60155 1.37963 0.21 0.05 0.31 0.092
H 3.87707 -0.88080 0.48154 0.84 -1.32 1.15 0.019
H 5.16149 -0.78468 1.75127 0.16 -0.13 -0.55 0.121
H 3.46602 0.03455 3.00861 0.81 -2.01 -0.56 0.029
H 3.27642 -1.63251 3.33805 -0.48 -0.33 0.16 0.118
H 1.38063 -1.45641 1.58988 -0.47 -0.06 0.42 0.097
H 1.58896 0.24922 1.50635 0.61 -0.83 0.46 0.051
H -0.18426 -0.04639 3.11196 4.86 0.36 -5.44 0.017
H 1.22618 0.46314 4.01246 -0.01 0.18 -0.14 0.101
H 0.88623 -1.18890 4.04737 -0.73 -0.32 -0.03 0.129
H 5.19669 -4.95012 2.07101 0.12 -0.12 0.35 0.101
H 4.61320 -3.66958 3.21144 -0.41 -0.56 0.18 0.091
H 6.73757 -2.45554 3.18981 -0.08 0.23 -0.61 0.114
H 7.38346 -3.73501 2.04983 0.14 0.61 -0.14 0.101
H 6.91866 -5.36326 3.71147 0.56 -0.37 0.53 0.107
H 6.37267 -4.10887 4.80447 0.45 -0.20 0.66 0.104
H 8.54826 -4.51013 5.48100 0.88 0.11 0.26 0.068
H 8.88096 -3.01571 4.62779 -0.58 0.18 -0.11 0.072
H 9.43635 -4.50874 3.96206 -0.54 -0.33 -0.42 0.074
H 4.89358 -2.86878 -1.25292 0.81 -1.24 0.23 0.038
H 5.77004 -4.19416 -0.57383 0.62 -0.13 0.28 0.111
H 7.32315 -2.30788 0.46042 0.76 -0.32 -0.22 0.081
H 6.67752 -1.13677 -0.54794 -0.66 -0.13 -0.18 0.106
H 7.62776 -1.84121 -2.55469 -0.47 0.14 0.04 0.099
H 7.67180 -3.50549 -2.16394 -0.27 -0.24 0.31 0.105
H 9.49473 -1.34098 -1.09768 0.08 0.19 -0.01 0.075
H 9.98963 -2.48760 -2.30515 -0.43 -0.13 -0.25 0.078
H 9.68919 -2.99244 -0.66068 -0.13 -0.25 0.02 0.072
N 3.56516 1.17864 -1.92344 1.04 -4.24 -1.72 -0.258
S 3.01687 0.82127 -0.55517 -3.55 1.95 4.96 0.591
O 3.94559 0.79059 0.52921 -0.09 2.17 -1.84 -0.283
O 1.86999 -0.14186 -0.45700 5.41 2.70 -2.01 -0.353
F 2.31890 2.26707 -0.27744 1.06 -1.28 0.06 -0.205
S 3.90173 -0.41739 -2.43477 3.78 -0.49 -3.15 0.723
O 3.08150 -0.98620 -3.49528 1.02 -0.08 4.17 -0.299
O 4.53349 -1.34019 -1.51990 -2.37 3.25 -0.85 -0.334
F 5.26245 0.11094 -3.23153 -1.09 -0.88 0.85 -0.184
```
Positions in Å, forces in eV/Å.

Summary:
**Energy**: -5434.30588 Ha
**ΔE to the lowest compared entry with this formula, charge and spin**: 529.3 kcal per mole
**Molecular weight**: 1277.0 g/mol
**Gap between HOMO and LUMO**: 8.3 eV
**Charge**: +2